[1]
The following is a quantum chemistry calculation of 2 unconnected molecules or ions with the total composition C5H10BrF2N2 at a distorted geometry, from OMol25.

The geometry in XYZ format:
```
20
Properties=species:S:1:pos:R:3:forces:R:3:mulliken_charge:R:1
C 0.298890 0.362498 0.145395 0.9 1.3 0.2 -0.064
C 2.399483 0.231667 1.452508 1.0 4.1 -2.6 -1.372
C -0.636579 2.210674 -1.261667 0.3 0.2 -1.4 -0.641
C 1.201278 -0.505370 0.913625 -1.5 0.1 0.1 0.747
C -2.884066 -1.217268 -0.699784 0.1 1.5 -0.3 0.166
N -0.161451 1.239268 -0.417993 1.2 -3.0 1.0 0.247
N 1.609310 -1.557890 0.000840 0.1 -1.0 0.6 -0.649
F -1.647263 -1.690781 -0.710446 0.9 -0.5 0.3 -0.157
F -2.871997 -0.224405 -1.658586 -0.4 -0.4 1.1 -0.200
Br -3.193373 -0.425631 1.151411 0.0 -0.7 -1.7 -0.105
H 2.850909 -0.344495 2.159971 1.0 -1.7 2.2 0.408
H 2.195000 1.286505 1.904568 0.1 -2.0 -0.7 0.337
H 3.225320 0.357204 0.640692 -1.7 -0.1 1.2 0.309
H -1.563538 1.785418 -1.663714 0.2 0.7 -0.4 0.286
H 0.201110 2.429322 -1.986221 -1.3 0.0 0.5 0.335
H -0.778026 2.977167 -0.551521 -0.7 1.8 0.0 0.342
H 0.563448 -0.715399 1.814563 0.3 -0.7 -0.6 0.173
H -3.558932 -1.997601 -1.041403 -0.5 0.1 0.6 0.299
H 0.972245 -1.809089 -0.754560 -0.1 0.2 0.5 0.266
H 1.778233 -2.391792 0.562323 0.1 0.0 -0.4 0.272
```
Forces are in eV/Å.

The energy above the lowest of the compared OMol25 structures with the same formula, charge and spin is 0.0 kJ/mol. The total energy is -83796.0603 eV. The HOMO-LUMO gap is 10.661 eV. Its charge is +1.


[2]
The following is a quantum chemistry calculation of a molecular structure, C5H10BrISi at a distorted geometry, from OMol25.

The geometry in XYZ format:
```
18
Properties=species:S:1:pos:R:3:forces:R:3:mulliken_charge:R:1
C -1.766568 -2.026451 1.292913 -0.3 1.5 0.6 -0.732
C -0.558200 -2.110728 0.795628 1.3 3.3 -2.0 -0.010
C 1.033708 0.128903 -2.114256 -3.5 -2.2 0.6 -0.990
C 1.624762 1.226519 1.057177 1.6 -3.5 -0.8 -1.163
C -1.117310 1.164739 -0.367509 -1.7 0.0 0.8 -0.785
Si 0.595920 0.516348 -0.312424 -1.3 -1.8 0.4 0.691
Br 0.326951 -3.736346 0.497395 0.2 -0.3 0.2 -0.187
I -1.079391 3.233259 0.243092 -0.1 0.2 -0.4 0.004
H -2.024504 -2.870905 1.845676 -1.4 -1.5 0.7 0.311
H -2.406324 -1.103226 1.442471 1.1 -1.1 -0.4 0.159
H 1.958682 0.358506 -2.510357 2.0 0.4 -0.7 0.415
H 0.867890 -1.059132 -2.101065 0.4 2.5 -0.4 0.266
H 0.198398 0.592031 -2.784455 1.5 -0.9 1.3 0.264
H 2.456009 1.732945 0.661951 1.2 1.0 -0.8 0.412
H 1.220411 1.830717 1.787507 -1.4 1.0 1.4 0.406
H 2.126565 0.323193 1.537293 -0.7 1.0 -0.3 0.312
H -1.616877 1.059525 -1.335578 0.3 0.3 0.1 0.431
H -1.840117 0.740105 0.364546 0.8 0.1 -0.4 0.195
```
Forces are in eV/Å.

The energy above the lowest of the compared OMol25 structures with the same formula, charge and spin is 329.0 kJ/mol. The total energy is -91363.9753 eV. The HOMO-LUMO gap is 7.191 eV.


[3]
The following is a quantum chemistry calculation of 2 unconnected molecules or ions with the total composition C5H10BrISi at a distorted geometry, from OMol25.

The geometry in XYZ format:
```
18
Properties=species:S:1:pos:R:3:forces:R:3:mulliken_charge:R:1
C 0.105810 -0.982691 2.738107 0.5 -1.6 1.9 -0.571
C 0.725983 -0.140940 1.999415 0.3 2.7 -4.2 -0.157
C 1.551239 1.236381 -1.317746 -1.2 -3.9 -1.2 -1.044
C -1.916432 1.220493 -0.430535 1.1 0.6 0.8 -0.968
C -0.059317 -1.496539 -1.172504 -1.7 1.2 -0.5 -1.006
Si -0.123357 0.403014 -0.680618 0.4 -0.4 2.1 0.657
Br 2.331341 0.858098 2.364472 -0.3 -0.5 0.3 -0.214
I -2.028793 -2.409823 -1.843288 1.2 0.7 0.6 -0.030
H 0.387006 -1.501905 3.640224 0.7 0.6 0.7 0.284
H -0.742567 -1.456317 2.392911 -2.0 -0.6 -1.2 0.244
H 2.238445 0.571158 -0.739611 -0.1 1.1 -0.2 0.280
H 1.776928 1.017114 -2.410814 -0.6 -0.1 1.1 0.318
H 1.692612 2.255919 -1.258262 0.3 2.1 1.0 0.385
H -2.577362 0.405598 -0.077146 0.2 0.3 -0.7 0.310
H -1.810139 1.854049 0.517912 0.0 -0.5 -1.4 0.294
H -2.340690 1.863651 -1.269608 0.6 -1.1 1.1 0.311
H 0.499757 -1.580819 -2.088414 0.5 -0.3 -0.1 0.435
H 0.289535 -2.116439 -0.364497 0.1 -0.2 0.1 0.471
```
Forces are in eV/Å.

The energy above the lowest of the compared OMol25 structures with the same formula, charge and spin is 291.2 kJ/mol. The total energy is -91364.3667 eV. The HOMO-LUMO gap is 7.798 eV.


[4]
The following is a quantum chemistry calculation of 2 unconnected molecules or ions with the total composition C5H10BrN2O at a distorted geometry, from OMol25.

The geometry in XYZ format:
```
19
Properties=species:S:1:pos:R:3:forces:R:3:mulliken_charge:R:1
C -1.865762 -0.333381 0.058695 -1.2 -2.5 -0.2 -0.296
C 0.335650 0.600820 1.141474 2.6 -1.5 -2.1 -0.506
C 0.068875 0.263097 -1.196902 -0.1 0.1 -2.5 -0.138
C 0.900337 1.296190 -1.023145 -0.9 -0.5 0.3 -0.839
C 0.162558 -1.721973 0.200241 -0.1 -1.5 -0.9 -0.704
N -0.384790 -0.317997 0.042695 -0.6 0.4 2.0 0.647
N 1.064281 1.542264 0.285220 -0.4 0.0 1.5 -0.052
O -2.466478 0.825636 0.221642 -0.5 1.4 0.0 -0.434
Br 3.774773 -0.657587 -0.177132 0.0 0.0 0.0 0.005
H -2.425567 -1.194308 -0.455364 1.4 1.3 0.8 0.339
H -0.265442 1.126190 1.828935 -1.1 0.0 0.8 0.283
H 1.099126 -0.139680 1.548363 -1.3 1.3 0.3 0.264
H -0.447776 -0.088807 -2.100472 0.6 0.2 0.5 0.475
H 1.291946 1.943497 -1.776850 0.3 0.1 -0.3 0.466
H 0.360048 -2.012396 -0.861245 0.1 -0.2 1.2 0.340
H 1.061616 -1.733283 0.824351 0.0 0.3 -0.7 0.269
H -0.466688 -2.501817 0.697996 -0.3 1.2 -0.5 0.315
H -3.434071 0.873045 0.012649 1.3 -0.5 0.1 0.400
H 1.637363 2.230492 0.728845 0.2 0.3 -0.2 0.165
```
Forces are in eV/Å.

The energy above the lowest of the compared OMol25 structures with the same formula, charge and spin is 185.3 kJ/mol. The total energy is -80405.8315 eV. The HOMO-LUMO gap (alpha / beta) is 8.948 / 5.099 eV. Its charge is +1.


[5]
The following is a quantum chemistry calculation of C5H10BrN3O3 in the gas phase at a distorted geometry, from OMol25.

The geometry in XYZ format:
```
22
Properties=species:S:1:pos:R:3:forces:R:3:mulliken_charge:R:1
C 0.738505 0.446841 0.797948 -1.7 -0.3 0.3 0.563
C -1.227163 1.752009 1.413262 0.6 2.0 0.2 -0.941
C 0.014593 2.304284 -0.767400 2.0 -1.2 0.2 -0.834
C 0.668487 -4.152253 0.068416 -1.7 -4.2 0.4 -0.514
C 1.869593 0.149798 -0.147762 -1.0 -0.4 -2.5 -0.214
N 1.577721 -2.096144 -0.266440 -4.1 -1.7 -1.2 -0.594
N -0.115485 1.459524 0.452080 -1.2 0.7 0.0 0.107
N 2.385926 -1.270804 0.125020 0.7 1.4 -0.4 1.130
O 3.480228 -1.407132 0.606233 1.7 -0.5 1.3 -0.717
O 0.469133 -0.313289 1.709401 0.7 0.2 0.3 -0.644
O 1.782885 -3.421002 0.054896 4.9 2.2 0.5 -0.191
Br 3.309900 1.395419 -0.111820 -0.1 0.0 0.0 -0.041
H -2.277348 1.696608 0.996218 1.4 -0.4 0.2 0.288
H -1.060137 1.159518 2.324790 -0.4 0.0 -0.7 0.313
H -1.089927 2.839223 1.758597 -0.3 -1.3 -0.6 0.315
H 0.716926 3.170373 -0.567331 -1.3 -0.6 -0.4 0.296
H 0.554519 1.642776 -1.490127 -0.4 1.0 0.3 0.261
H -0.918979 2.515254 -1.298964 0.0 0.3 0.8 0.337
H 0.837000 -5.176668 0.637662 0.1 2.4 -0.4 0.217
H 0.399786 -4.582188 -0.890812 -0.3 0.6 -0.7 0.252
H -0.113152 -3.601666 0.509335 -1.3 0.3 0.5 0.286
H 1.344338 0.171435 -1.203821 1.6 -0.5 2.0 0.327
```
Forces are in eV/Å.

The energy above the lowest of the compared OMol25 structures with the same formula, charge and spin is 121.7 kJ/mol. The total energy is -85996.7482 eV. As for the SMILES: CO/N=[N+](\[O-])[C@H](Br)C(=O)N(C)C. The HOMO-LUMO gap is 9.686 eV.


[6]
The following is a quantum chemistry calculation of a molecular structure, C5H10CeO3 at a distorted geometry, from OMol25.

The geometry in XYZ format:
```
19
Properties=species:S:1:pos:R:3:forces:R:3:mulliken_charge:R:1
O -0.598269 -2.296500 -0.741629 0.1 0.0 -0.6 -0.626
C -1.428142 -2.300176 0.360849 -0.9 -0.6 1.3 -0.623
C -2.091852 -0.928629 0.506461 -0.3 -0.4 1.2 -0.176
O -1.074785 0.059524 0.586540 -0.3 -0.3 0.1 -0.211
C -1.408258 1.420637 0.099328 -0.3 1.0 -0.4 -0.096
C -0.219805 2.114348 -0.432680 -0.1 -0.1 1.0 -1.145
O 0.366650 1.185885 -1.427991 -0.2 0.4 -0.8 -0.096
C 1.180371 1.812410 -2.384936 0.4 0.7 -0.7 -0.671
Ce 0.869127 -0.734637 -0.411893 0.9 -1.1 0.1 0.667
H -0.879807 -2.796417 1.198259 0.1 1.4 0.5 0.283
H -2.295375 -2.977662 0.504515 0.0 -0.3 -1.6 0.334
H -2.702646 -0.882550 1.424678 0.1 -0.1 -0.3 0.303
H -2.745094 -0.712967 -0.356919 0.3 -0.3 0.2 0.299
H -1.836328 1.981125 0.944079 0.2 -0.2 -0.2 0.315
H -2.189720 1.268390 -0.662874 0.2 0.0 0.2 0.312
H 0.543394 2.205174 0.369493 0.0 0.1 -0.2 0.253
H 1.564763 1.042047 -3.068062 -0.1 0.1 0.1 0.257
H 0.595220 2.556069 -2.948162 0.1 -0.3 0.2 0.308
H 2.030556 2.328038 -1.907243 -0.3 -0.2 -0.1 0.314
```
Forces are in eV/Å.

The energy above the lowest of the compared OMol25 structures with the same formula, charge and spin is 14.2 kJ/mol. The total energy is -24413.3887 eV. As for the spin multiplicity: 3. The HOMO-LUMO gap (alpha / beta) is 5.139 / 7.104 eV.